Entry 1:
Computed, not measured: a molecular structure, C19H18AsClMgN2O8S3Sb, with wB97M-V/def2-TZVPD.

Properties
Kohn-Sham gap (alpha / beta) (eV): 5.928 / 6.359
Charge: -2
Multiplicity: 2
⟨S²⟩: 0.761
Total energy (a.u.): -5777.0211
Energy above the lowest of the compared OMol25 structures with the same formula, charge and spin (kcal per mole): 13.0

Last column: natural (NBO) charge in e.
Element x y z (Å)
Mg: 0.977 1.958 -2.870  1.749
S: 6.496 2.591 -1.553  -0.840
Sb: 4.351 1.918 -2.019  1.087
S: 3.008 2.007 0.055  0.115
S: 3.099 3.285 -3.390  -0.955
N: -0.504 0.015 -3.155  -0.719
N: 0.237 -1.107 -2.732  -0.536
C: 1.660 -0.955 -2.754  0.886
O: 2.315 -1.988 -2.630  -0.730
O: 2.069 0.237 -2.901  -0.903
H: -1.420 -0.002 -2.727  0.372
H: -0.614 0.060 -4.163  0.369
H: -0.046 -1.996 -3.120  0.358
O: 0.612 2.202 -0.903  -0.774
O: 1.725 2.953 -0.354  -0.466
O: 0.072 2.055 -5.034  -0.914
Cl: -0.992 2.969 -4.646  2.547
O: -1.283 3.881 -5.700  -0.831
O: -2.166 2.218 -4.306  -0.863
O: -0.483 3.655 -3.475  -0.885
C: 1.321 1.637 4.607  -0.239
C: 1.823 0.377 4.317  -0.222
C: 1.476 -0.258 3.133  -0.249
C: 0.611 0.348 2.227  -0.220
C: 0.124 1.620 2.519  -0.250
C: 0.474 2.257 3.700  -0.202
As: 0.235 -0.400 0.446  1.037
C: -1.687 0.015 0.535  -0.322
C: -2.553 -0.437 1.529  -0.234
C: -3.881 -0.037 1.551  -0.222
C: -4.360 0.840 0.585  -0.229
C: -3.500 1.327 -0.386  -0.217
C: -2.170 0.923 -0.405  -0.216
C: 0.251 -2.325 0.909  -0.345
C: 1.520 -2.904 0.958  -0.153
C: 1.686 -4.268 1.147  -0.233
C: 0.577 -5.095 1.256  -0.235
C: -0.692 -4.544 1.158  -0.226
C: -0.851 -3.175 0.982  -0.225
H: 1.602 2.140 5.525  0.195
H: 2.498 -0.115 5.009  0.196
H: 1.882 -1.241 2.926  0.209
H: -0.507 2.132 1.801  0.234
H: 0.096 3.253 3.900  0.200
H: -2.180 -1.089 2.311  0.214
H: -4.541 -0.399 2.332  0.195
H: -5.397 1.156 0.604  0.196
H: -3.849 2.035 -1.128  0.217
H: -1.488 1.357 -1.125  0.256
H: 2.398 -2.284 0.801  0.219
H: 2.685 -4.686 1.175  0.203
H: 0.703 -6.163 1.390  0.195
H: -1.567 -5.182 1.209  0.194
H: -1.852 -2.776 0.883  0.211

Entry 2:
Computed, not measured: a molecular structure, C19H18BErN6O2, with wB97M-V/def2-TZVPD.

Properties
Kohn-Sham gap (alpha / beta) (eV): 7.457 / 7.473
Charge: +2
Multiplicity: 4
⟨S²⟩: 3.752
Total energy (a.u.): -2253.3650
Energy above the lowest of the compared OMol25 structures with the same formula, charge and spin (kcal per mole): 5.0

Last column: natural (NBO) charge in e.
Element x y z (Å)
Er: 0.511 0.950 -0.147  2.151
B: -0.770 3.061 0.930  0.171
N: -0.233 3.636 -0.422  -0.326
C: -0.422 4.851 -0.944  0.062
C: 0.458 5.031 -2.001  -0.309
C: 1.190 3.856 -2.060  0.015
N: 0.782 3.007 -1.108  -0.516
N: -1.911 2.009 0.758  -0.321
C: -3.212 2.122 1.037  0.064
C: -3.794 0.863 0.980  -0.307
C: -2.757 0.002 0.665  0.023
N: -1.613 0.686 0.536  -0.505
H: -1.099 3.931 1.669  0.052
H: 0.178 2.442 1.433  -0.093
H: -1.155 5.521 -0.522  0.254
H: 0.565 5.904 -2.623  0.270
H: 1.986 3.581 -2.733  0.241
H: -3.641 3.082 1.276  0.254
H: -4.826 0.612 1.159  0.269
H: -2.774 -1.068 0.530  0.235
O: 3.204 -3.293 5.598  -0.631
C: 2.606 -3.993 4.622  0.761
O: 2.456 -5.172 4.718  -0.508
C: 2.163 -3.262 3.372  -0.113
C: 1.749 -4.071 2.314  -0.122
C: 1.304 -3.525 1.127  -0.227
C: 1.263 -2.144 0.992  0.176
C: 1.676 -1.340 2.039  -0.210
C: 2.126 -1.883 3.232  -0.173
N: 0.802 -1.455 -0.176  -0.582
C: 0.336 -2.053 -1.200  0.193
C: -0.148 -1.295 -2.365  0.118
C: -0.671 -1.956 -3.452  -0.173
C: -1.124 -1.207 -4.538  -0.098
C: -1.039 0.169 -4.482  -0.206
C: -0.510 0.764 -3.342  0.094
N: -0.070 0.053 -2.304  -0.574
H: 3.343 -2.369 5.363  0.481
H: 1.786 -5.144 2.452  0.276
H: 1.000 -4.188 0.328  0.227
H: 1.655 -0.257 1.943  0.158
H: 2.424 -1.213 4.028  0.229
H: 0.274 -3.138 -1.255  0.214
H: -0.719 -3.037 -3.460  0.254
H: -1.534 -1.700 -5.410  0.262
H: -1.377 0.790 -5.299  0.263
H: -0.437 1.840 -3.258  0.228

Entry 3:
Computed, not measured: a molecular structure, C19H18Cl2F3N2O4S2Tl, with wB97M-V/def2-TZVPD.

Properties
Kohn-Sham gap (eV): 5.983
Charge: -2
Total energy (a.u.): -3334.3249
Energy above the lowest of the compared OMol25 structures with the same formula, charge and spin (kcal per mole): 0.0

Last column: natural (NBO) charge in e.
Element x y z (Å)
Tl: -2.090 -0.344 -0.185  0.687
Cl: -4.111 2.443 0.407  0.026
C: -5.803 2.108 0.624  -0.076
C: -6.581 3.123 1.151  -0.224
C: -7.942 2.937 1.342  -0.274
C: -8.502 1.717 0.993  -0.244
C: -7.705 0.715 0.470  -0.066
Cl: -8.514 -0.782 0.065  -0.044
C: -6.312 0.838 0.255  -0.193
S: -5.331 -0.422 -0.388  -0.420
H: -6.104 4.058 1.413  0.212
H: -8.554 3.727 1.758  0.195
H: -9.560 1.530 1.125  0.205
O: -1.183 1.393 3.559  -0.691
C: -0.638 1.107 2.497  0.767
O: -0.780 0.008 1.844  -0.873
C: 0.406 2.063 1.940  -0.097
C: 1.372 2.486 2.850  -0.195
C: 2.455 3.263 2.472  -0.283
C: 2.562 3.649 1.141  -0.235
C: 1.592 3.266 0.231  -0.264
C: 0.489 2.468 0.593  -0.160
S: -0.680 2.098 -0.670  -0.501
H: 1.247 2.180 3.883  0.213
H: 3.198 3.565 3.202  0.188
H: 3.394 4.263 0.811  0.187
H: 1.659 3.589 -0.802  0.205
N: 4.250 -1.575 -0.058  -0.563
C: 3.757 -0.298 -0.664  -0.224
C: 2.240 -0.288 -0.706  -0.247
N: 1.763 -0.533 0.635  -0.668
C: 2.057 -1.867 1.058  -0.231
C: 3.569 -1.982 1.202  -0.222
H: 5.258 -1.549 0.129  0.464
H: 4.251 -2.363 -0.732  0.460
H: 4.204 -0.225 -1.655  0.206
H: 4.103 0.524 -0.037  0.216
H: 1.894 -1.045 -1.434  0.159
H: 1.886 0.682 -1.052  0.257
H: 0.800 -0.233 0.817  0.448
H: 1.701 -2.645 0.354  0.157
H: 1.591 -2.050 2.027  0.228
H: 3.880 -3.008 1.421  0.207
H: 3.909 -1.309 1.986  0.208
F: 7.629 -5.302 -0.594  -0.335
C: 7.197 -4.555 -1.631  0.876
F: 8.290 -3.977 -2.173  -0.336
F: 6.714 -5.406 -2.548  -0.326
C: 6.162 -3.485 -1.160  0.679
O: 5.031 -3.561 -1.679  -0.716
O: 6.614 -2.696 -0.314  -0.739

Entry 4:
Computed, not measured: a molecular structure, C19H18Cl5N2OPtS, with wB97M-V/def2-TZVPD.

Properties
Kohn-Sham gap (alpha / beta) (eV): 6.022 / 7.331
Charge: -1
Multiplicity: 3
⟨S²⟩: 2.015
Total energy (a.u.): -3738.0460

Last column: natural (NBO) charge in e.
Element x y z (Å)
Pt: -0.430 1.032 0.759  0.527
Cl: 5.763 -0.331 4.706  0.015
C: 4.150 -0.283 4.080  -0.154
C: 3.916 -0.162 2.712  -0.044
Cl: 5.257 -0.077 1.622  0.025
C: 2.624 -0.118 2.213  -0.182
Cl: 2.328 -0.027 0.510  0.045
C: 1.478 -0.165 3.050  0.439
O: 0.266 -0.088 2.639  -0.819
C: 1.759 -0.311 4.435  -0.168
Cl: 0.388 -0.408 5.489  0.009
C: 3.051 -0.364 4.932  -0.056
Cl: 3.309 -0.527 6.635  0.021
S: -2.389 -0.211 -0.087  -0.198
C: -2.538 0.660 1.390  0.189
N: -2.484 0.075 2.644  -0.630
C: -2.733 1.075 3.681  -0.227
C: -3.074 2.344 2.883  -0.232
N: -3.319 1.809 1.543  -0.636
H: -1.692 -0.536 2.798  0.436
H: -1.844 1.223 4.294  0.211
H: -3.559 0.766 4.323  0.180
H: -2.229 3.034 2.901  0.188
H: -3.953 2.859 3.270  0.191
H: -3.255 2.439 0.758  0.398
C: 1.728 3.478 0.182  -0.604
C: 0.457 3.657 -0.661  -0.183
C: 0.868 3.869 -2.130  -0.596
C: -0.417 2.410 -0.625  -0.480
C: -0.257 4.915 -0.142  0.004
C: 0.235 6.191 -0.432  -0.218
C: -0.380 7.336 0.057  -0.218
C: -1.509 7.235 0.862  -0.237
C: -2.000 5.974 1.170  -0.231
C: -1.380 4.833 0.671  -0.164
H: 2.332 2.658 -0.210  0.216
H: 1.471 3.237 1.217  0.217
H: 2.330 4.392 0.181  0.193
H: 1.335 2.954 -2.501  0.214
H: 1.586 4.684 -2.256  0.189
H: -0.006 4.083 -2.750  0.205
H: -1.137 2.355 -1.445  0.144
H: 1.119 6.301 -1.049  0.204
H: 0.024 8.310 -0.191  0.200
H: -1.993 8.125 1.244  0.202
H: -2.873 5.873 1.805  0.202
H: -1.746 3.851 0.914  0.211

Entry 5:
Computed, not measured: a molecular structure, C19H18Cl5N4SSc in a non-equilibrium geometry, with wB97M-V/def2-TZVPD.

Properties
Kohn-Sham gap (alpha / beta) (eV): 5.778 / 5.777
Total energy (a.u.): -4413.6175
Energy above the lowest of the compared OMol25 structures with the same formula, charge and spin (kcal per mole): 28.8

Last column: natural (NBO) charge in e.
Element x y z (Å)
Sc: 0.051 0.264 -0.164  1.460
Cl: -2.503 -0.052 0.688  0.042
C: -2.327 -1.459 -0.360  -0.075
C: -1.070 -1.618 -0.932  -0.555
C: -0.960 -2.785 -1.690  0.046
Cl: 0.571 -3.142 -2.433  0.008
C: -2.007 -3.684 -1.891  -0.130
Cl: -1.789 -5.101 -2.848  0.054
C: -3.252 -3.434 -1.313  -0.083
Cl: -4.568 -4.507 -1.573  0.064
C: -3.416 -2.303 -0.521  -0.108
Cl: -4.930 -1.974 0.237  0.049
C: 2.066 -2.802 3.810  -0.666
C: 2.669 -2.366 2.530  0.359
N: 3.874 -2.581 2.141  -0.242
N: 3.954 -1.990 0.914  -0.370
C: 2.816 -1.398 0.511  0.242
S: 2.550 -0.606 -0.920  -0.148
N: 1.972 -1.654 1.564  -0.238
N: 0.667 -1.194 1.666  -0.641
H: 2.808 -3.357 4.377  0.263
H: 1.202 -3.444 3.632  0.234
H: 1.739 -1.942 4.399  0.239
H: 4.810 -2.007 0.389  0.433
H: 0.583 -0.579 2.469  0.418
H: 0.028 -1.980 1.749  0.385
C: -0.915 3.312 1.958  -0.596
C: 0.543 2.838 2.020  -0.140
C: 0.716 2.091 3.362  -0.601
C: 0.860 1.890 0.855  -1.061
C: 1.506 4.021 1.931  0.003
C: 2.774 3.967 2.513  -0.175
C: 3.695 4.989 2.344  -0.227
C: 3.372 6.105 1.587  -0.235
C: 2.113 6.181 1.011  -0.205
C: 1.195 5.156 1.184  -0.215
H: -1.580 2.475 2.185  0.190
H: -1.162 3.673 0.960  0.213
H: -1.109 4.106 2.684  0.206
H: -0.100 1.369 3.469  0.186
H: 0.671 2.782 4.210  0.212
H: 1.666 1.553 3.402  0.194
H: 1.960 1.817 0.791  0.191
H: 3.065 3.110 3.108  0.193
H: 4.672 4.909 2.805  0.204
H: 4.089 6.905 1.453  0.208
H: 1.843 7.047 0.418  0.206
H: 0.225 5.248 0.713  0.210

Entry 6:
Computed, not measured: C19H18ClN3O2S2 in the gas phase in a non-equilibrium geometry, with wB97M-V/def2-TZVPD.

Properties
Kohn-Sham gap (eV): 7.958
SMILES: O=C(CSc1nc2ccccc2s1)Nc1ccc(N2CCOCC2)c(Cl)c1
Total energy (a.u.): -2306.1655

Last column: natural (NBO) charge in e.
Element x y z (Å)
O: -2.527 0.199 -2.298  -0.600
C: -2.019 -0.885 -2.154  0.703
C: -1.916 -1.849 -3.339  -0.615
S: -0.432 -2.900 -3.348  0.289
C: 0.763 -1.660 -3.154  -0.091
N: 0.468 -0.438 -2.929  -0.493
C: 1.581 0.337 -2.791  0.183
C: 1.591 1.703 -2.534  -0.219
C: 2.806 2.345 -2.421  -0.209
C: 4.004 1.648 -2.559  -0.212
C: 4.017 0.288 -2.810  -0.205
C: 2.801 -0.362 -2.923  -0.243
S: 2.486 -2.051 -3.231  0.378
N: -1.579 -1.416 -0.987  -0.612
C: -1.469 -0.799 0.262  0.138
C: -0.950 -1.534 1.322  -0.237
C: -0.811 -0.965 2.570  -0.195
C: -1.187 0.358 2.832  0.113
N: -1.108 0.926 4.095  -0.439
C: -0.383 2.167 4.297  -0.241
C: 1.058 1.875 4.737  -0.086
O: 1.095 1.094 5.911  -0.525
C: 0.434 -0.137 5.715  -0.084
C: -1.019 0.091 5.274  -0.243
C: -1.745 1.063 1.752  -0.039
Cl: -2.387 2.658 1.968  0.006
C: -1.871 0.512 0.493  -0.256
H: -1.936 -1.266 -4.259  0.259
H: -2.762 -2.539 -3.329  0.252
H: 0.653 2.224 -2.431  0.234
H: 2.832 3.406 -2.224  0.218
H: 4.941 2.176 -2.469  0.217
H: 4.943 -0.254 -2.916  0.220
H: -1.195 -2.352 -1.029  0.403
H: -0.641 -2.558 1.168  0.207
H: -0.392 -1.566 3.361  0.207
H: -0.366 2.756 3.384  0.224
H: -0.892 2.736 5.083  0.199
H: 1.583 2.802 4.974  0.195
H: 1.589 1.354 3.924  0.162
H: 0.471 -0.659 6.672  0.195
H: 0.976 -0.727 4.959  0.158
H: -1.530 -0.856 5.102  0.212
H: -1.537 0.625 6.080  0.203
H: -2.302 1.089 -0.308  0.270